[1]
# C39H39GeN3O8STi

C39H39GeN3O8STi as an isolated structure (wB97M-V/def2-TZVPD, the OMol25 dataset).

Geometry as XYZ:
```
92
C39H39GeN3O8STi, DFT wB97M-V/def2-TZVPD
Ti 1.537 -0.163 0.856
O 1.415 0.580 4.925
C 1.373 0.665 3.597
O 1.490 -0.372 2.889
C 1.189 1.888 2.929
C 1.040 3.162 3.423
C 0.972 4.242 2.531
C 1.076 4.021 1.156
C 1.183 2.732 0.675
N 1.188 1.642 1.549
C 1.306 2.242 -0.636
O 1.404 2.972 -1.754
O 1.355 0.980 -0.765
H 1.575 -0.352 5.137
H 1.002 3.317 4.494
H 0.860 5.248 2.909
H 1.058 4.866 0.476
H 1.309 3.905 -1.527
C 3.036 -3.413 -1.647
C 3.055 -2.281 -0.669
O 2.083 -1.506 -0.706
C 4.197 -2.103 0.220
C 5.248 -3.037 0.202
C 6.423 -2.805 0.874
C 6.579 -1.595 1.564
C 5.565 -0.667 1.610
C 4.347 -0.922 0.969
O 3.394 -0.012 1.045
H 2.127 -3.350 -2.238
H 3.054 -4.367 -1.115
H 3.909 -3.366 -2.300
H 5.134 -3.955 -0.360
H 7.224 -3.530 0.846
H 7.515 -1.384 2.068
H 5.676 0.278 2.124
C 1.471 0.330 -4.488
N 2.453 0.240 -3.425
C 3.629 0.876 -3.284
S 4.723 0.398 -2.085
N 3.962 1.866 -4.154
C 3.082 2.858 -4.759
H 1.007 -0.649 -4.608
H 1.950 0.585 -5.429
H 0.682 1.054 -4.273
H 2.179 -0.259 -2.592
H 4.920 2.148 -4.026
H 2.073 2.759 -4.382
H 3.069 2.791 -5.847
H 3.432 3.854 -4.483
O -0.286 -0.905 0.687
C -0.052 -2.160 0.934
O 1.043 -2.484 1.415
C -1.121 -3.145 0.597
C -2.148 -2.575 -0.378
Ge -2.953 -0.905 0.244
C -4.815 -1.006 -0.377
C -5.878 -0.464 0.350
C -7.189 -0.583 -0.094
C -7.465 -1.236 -1.287
C -6.421 -1.755 -2.041
C -5.112 -1.642 -1.586
C -3.032 -0.873 2.193
C -2.125 -0.128 2.956
C -2.214 -0.091 4.342
C -3.214 -0.802 4.992
C -4.113 -1.558 4.254
C -4.021 -1.593 2.867
C -2.345 0.778 -0.490
C -2.472 1.956 0.247
C -2.220 3.194 -0.339
C -1.852 3.272 -1.674
C -1.719 2.107 -2.419
C -1.958 0.875 -1.828
H -1.604 -3.406 1.545
H -0.636 -4.049 0.230
H -2.974 -3.278 -0.493
H -1.694 -2.429 -1.362
H -5.685 0.056 1.282
H -7.999 -0.168 0.495
H -8.488 -1.341 -1.627
H -6.627 -2.253 -2.980
H -4.314 -2.063 -2.190
H -1.335 0.428 2.464
H -1.505 0.498 4.912
H -3.294 -0.765 6.072
H -4.894 -2.116 4.757
H -4.734 -2.189 2.307
H -2.784 1.920 1.285
H -2.328 4.098 0.248
H -1.675 4.236 -2.136
H -1.435 2.161 -3.463
H -1.847 -0.025 -2.427
```

Calculated values
- multiplicity = 1
- energy relative to the best compared isomer or geometry (same formula, charge and spin) (eV) = 0.2679
- electronic energy (a.u.) = -5600.5277
- lowest unoccupied orbital energy (spin up / spin down) (hartree) = -0.01448 / -0.01433
- Kohn-Sham gap (spin up / spin down) (Eh) = 0.207 / 0.208
- total charge = 0

[2]
# C39H39IrN3P2SiTe

C39H39IrN3P2SiTe as an isolated structure (wB97M-V/def2-TZVPD, the OMol25 dataset).

Geometry as XYZ:
```
86
C39H39IrN3P2SiTe, DFT wB97M-V/def2-TZVPD
Ir -0.860 -0.919 -0.591
Te 3.560 1.404 1.181
C 2.960 3.431 1.081
C 3.536 4.246 0.139
C 3.242 5.584 0.141
N 2.499 6.125 1.094
C 2.049 5.358 2.069
C 2.222 3.951 2.076
C 1.995 0.421 0.266
P 1.796 -1.338 0.368
C 1.476 -1.801 -1.332
C 1.885 -1.065 -2.493
C 1.568 -1.490 -3.766
C 0.872 -2.647 -4.028
C 0.610 -3.472 -2.900
C 0.885 -3.051 -1.610
C 3.460 -2.000 0.862
C 3.563 -2.353 2.217
C 4.839 -2.677 2.726
C 5.888 -2.887 1.829
C 5.746 -2.631 0.513
C 4.541 -2.161 0.038
P 0.337 1.015 -0.066
C 0.283 2.115 -1.516
C 0.039 1.801 -2.796
C 0.151 2.706 -3.811
C 0.393 4.068 -3.489
C 0.680 4.406 -2.165
C 0.653 3.426 -1.220
C -0.453 1.797 1.431
C -1.239 2.921 1.179
C -1.847 3.621 2.243
C -1.790 3.061 3.499
C -1.136 1.845 3.683
C -0.488 1.206 2.715
H 4.134 3.834 -0.653
H 3.735 6.223 -0.552
H 1.454 5.778 2.871
H 1.904 3.315 2.889
H 2.435 -0.121 -2.369
H 1.838 -0.890 -4.569
H 0.620 -2.953 -5.004
H 0.255 -4.473 -2.959
H 0.650 -3.781 -0.680
H 2.699 -2.339 2.893
H 4.922 -2.958 3.764
H 6.859 -3.235 2.142
H 6.585 -2.819 -0.226
H 4.545 -1.978 -1.025
H -0.248 0.759 -2.980
H -0.066 2.426 -4.788
H 0.332 4.742 -4.327
H 0.781 5.416 -1.783
H 0.866 3.642 -0.199
H -1.207 3.367 0.195
H -2.224 4.619 2.132
H -2.138 3.635 4.396
H -1.102 1.453 4.702
H -0.067 0.305 2.990
C -3.400 1.295 -2.805
C -3.936 0.226 -1.886
C -5.281 0.087 -1.576
C -5.706 -1.059 -0.886
C -4.810 -1.991 -0.367
C -3.399 -1.650 -0.587
N -3.005 -0.655 -1.398
N -2.361 -2.304 0.039
Si -2.428 -3.573 1.339
C -0.829 -4.514 1.600
C -2.878 -2.750 2.948
C -3.749 -4.835 0.998
H -2.741 1.956 -2.215
H -4.147 1.916 -3.307
H -2.747 0.788 -3.562
H -6.009 0.845 -1.927
H -6.737 -1.252 -0.711
H -5.134 -2.796 0.203
H -0.009 -3.926 1.900
H -0.461 -5.137 0.763
H -0.928 -5.306 2.371
H -2.165 -2.152 3.459
H -3.126 -3.569 3.564
H -3.756 -2.130 2.857
H -3.784 -5.073 -0.105
H -4.690 -4.705 1.447
H -3.265 -5.724 1.420
```

Calculated values
- multiplicity = 5
- electronic energy (a.u.) = -3018.0222
- lowest unoccupied orbital energy (spin up / spin down) (hartree) = -0.09101 / -0.14747
- Kohn-Sham gap (spin up / spin down) (Eh) = 0.269 / 0.228
- total charge = +1